[1]
Here is a cluster of 2 separate species, C6H12NO4 in total in a non-equilibrium geometry from the OMol25 dataset. Energies are from ωB97M-V/def2-TZVPD.

Each line ends with the Mulliken charge.
Element x y z (Å)
C: -0.865 -0.527 0.921  -0.14
C: -1.446 0.354 0.096  1.00
C: 1.486 0.726 -0.042  0.75
C: -0.424 -1.918 0.571  -0.96
C: -1.629 1.728 0.650  -1.32
C: -1.781 0.186 -1.388  -1.36
N: 2.884 -0.028 -0.313  -0.12
O: 3.262 -0.773 0.859  -0.44
O: 2.725 -1.008 -1.355  -0.44
O: 0.946 1.045 -1.089  -0.68
O: 1.353 0.960 1.159  -0.77
H: -0.562 -0.148 1.919  0.23
H: -0.759 -2.574 1.430  0.31
H: 0.631 -1.813 0.482  0.23
H: -0.681 -2.380 -0.509  0.20
H: -2.313 1.866 1.472  0.40
H: -1.912 2.567 -0.060  0.28
H: -0.563 2.084 1.042  0.15
H: -1.116 0.771 -1.995  0.29
H: -2.781 0.281 -1.729  0.41
H: -1.587 -0.821 -1.596  0.30
H: 2.281 -0.420 -2.051  0.34
H: 2.853 -0.158 1.530  0.36

Output
* frontier orbital gap: 7.694 eV
* energy: -591.45610 Ha
* relative energy (zero: lowest compared OMol25 entry of this formula, charge and spin): 83.5 kcal/mol
* largest force on an atom: 0.073 Eh/bohr
* molar mass: 162.2 g mol⁻¹
* HOMO: -3.87 eV
* net charge: -1
* spin multiplicity: 1

---

[2]
Here is the ion C3H6NOS with charge +1 in a non-equilibrium geometry from the OMol25 dataset. Energies are from ωB97M-V/def2-TZVPD.

Each line ends with the Mulliken charge.
Element x y z (Å)
C: -1.311 0.635 -0.129  0.51
C: -0.397 -1.555 -0.061  -0.58
C: 0.053 0.130 -0.486  -0.28
N: 1.148 0.797 0.286  -0.35
O: -1.590 1.774 0.081  -0.48
S: -2.155 -0.881 0.055  -0.02
H: -0.303 -2.175 -0.855  0.36
H: -0.172 -2.013 0.935  0.37
H: 0.424 0.250 -1.444  0.35
H: 0.890 1.227 1.225  0.40
H: 1.472 1.561 -0.262  0.36
H: 1.941 0.249 0.655  0.36

Output
* frontier orbital gap: 9.948 eV
* energy: -645.77298 Ha
* relative energy (zero: lowest compared OMol25 entry of this formula, charge and spin): 24.0 kcal/mol
* largest force on an atom: 0.104 Eh/bohr
* SMILES string: [NH3+][C@H]1CSC1=O
* molar mass: 104.2 g mol⁻¹
* HOMO: -14.16 eV
* net charge: +1
* spin multiplicity: 1

---

[3]
Here is a cluster of 2 separate species, C9H14 in total in a non-equilibrium geometry from the OMol25 dataset. Energies are from ωB97M-V/def2-TZVPD.

Each line ends with the Mulliken charge.
Element x y z (Å)
C: 0.084 1.945 -2.190  -1.33
C: -1.131 -0.140 -1.739  -0.41
C: 0.028 0.635 -1.570  0.64
C: -1.498 -1.298 -0.973  -0.59
C: 1.037 0.079 -0.748  -0.24
C: -0.438 -1.772 -0.225  -0.19
C: 0.764 -1.036 -0.021  -0.72
H: -1.855 0.080 -2.452  0.41
H: -2.489 -1.866 -1.229  0.28
H: -0.162 1.991 -3.186  0.43
H: 1.156 2.267 -2.232  0.33
H: 1.959 0.538 -0.701  0.50
H: -0.554 -2.636 0.439  0.34
H: 1.569 -1.692 0.458  0.27
H: -0.598 2.652 -1.634  0.23
C: -0.230 0.129 3.015  -0.54
C: 1.120 0.793 3.163  -0.66
H: -0.593 -0.265 3.921  0.39
H: -0.953 0.881 2.615  0.23
H: -0.078 -0.613 2.260  -0.03
H: 1.530 0.710 2.195  0.09
H: 1.750 0.134 3.809  0.25
H: 0.906 1.813 3.459  0.30

Output
* frontier orbital gap: 9.876 eV
* energy: -351.27140 Ha
* relative energy (zero: lowest compared OMol25 entry of this formula, charge and spin): 36.9 kcal/mol
* largest force on an atom: 0.069 Eh/bohr
* SMILES string: Cc1ccccc1.CC
* molar mass: 122.2 g mol⁻¹
* HOMO: -8.86 eV
* spin multiplicity: 1

---

[4]
Here is an isolated molecule of C5H7NO in a non-equilibrium geometry from the OMol25 dataset. Energies are from ωB97M-V/def2-TZVPD.

Each line ends with the Mulliken charge.
Element x y z (Å)
C: 0.504 -1.503 0.303  -0.15
C: 0.477 1.078 0.964  -0.83
C: 0.993 0.734 -0.318  0.07
C: -0.141 -0.250 -0.092  0.56
C: -1.537 -0.069 -0.648  -1.31
N: 1.760 -1.331 0.316  -0.47
O: 2.144 -0.082 -0.159  -0.22
H: -0.040 -2.494 0.435  0.37
H: 0.952 0.674 1.801  0.28
H: -0.096 1.938 1.218  0.32
H: 0.926 1.307 -1.188  0.43
H: -1.622 0.895 -1.197  0.31
H: -2.355 -0.136 0.021  0.31
H: -1.965 -0.764 -1.457  0.34

Output
* frontier orbital gap: 9.430 eV
* energy: -324.56997 Ha
* relative energy (zero: lowest compared OMol25 entry of this formula, charge and spin): 97.0 kcal/mol
* largest force on an atom: 0.059 Eh/bohr
* SMILES string: C[C@@]12C=NO[C@@H]1C2
* molar mass: 97.1 g mol⁻¹
* HOMO: -8.51 eV
* spin multiplicity: 1

---

[5]
Here is a cluster of 5 separate species, C23H25N4P in total in a non-equilibrium geometry from the OMol25 dataset. Energies are from ωB97M-V/def2-TZVPD.

Each line ends with the Mulliken charge.
Element x y z (Å)
C: 3.590 0.278 -3.118  -0.15
C: 2.448 0.709 -3.248  -0.33
C: 0.975 1.190 -3.553  -0.42
P: -0.170 -0.279 -3.249  -0.19
H: 4.604 -0.101 -3.424  0.34
H: 0.735 2.103 -2.935  0.31
H: 0.936 1.451 -4.656  0.32
H: 0.262 -1.418 -4.018  0.07
H: -1.529 0.035 -3.592  0.06
N: 0.130 -0.976 1.361  -0.53
C: 0.236 -0.033 0.413  -0.03
C: 0.166 1.328 0.669  -0.15
C: -0.029 1.739 1.979  -0.61
C: -0.143 0.785 2.978  -0.49
C: -0.056 -0.551 2.619  -0.02
H: 0.385 -0.405 -0.596  0.24
H: 0.261 2.047 -0.135  0.36
H: -0.090 2.795 2.219  0.51
H: -0.297 1.071 4.010  0.40
H: -0.136 -1.336 3.365  0.30
N: -0.590 -3.695 4.738  -0.52
C: -1.530 -4.595 5.054  -0.18
C: -1.556 -5.889 4.560  -0.40
C: -0.553 -6.276 3.683  -0.12
C: 0.430 -5.362 3.338  -0.59
C: 0.368 -4.093 3.891  0.03
H: -2.294 -4.244 5.740  0.36
H: -2.339 -6.576 4.852  0.34
H: -0.539 -7.279 3.273  0.36
H: 1.228 -5.629 2.656  0.34
H: 1.117 -3.344 3.655  0.40
N: 3.650 4.396 2.580  -0.56
C: 3.005 3.292 2.178  -0.23
C: 3.325 2.013 2.606  -0.01
C: 4.375 1.864 3.498  -0.52
C: 5.060 2.991 3.928  -0.28
C: 4.659 4.225 3.443  -0.27
H: 2.194 3.460 1.478  0.45
H: 2.767 1.156 2.250  0.34
H: 4.657 0.880 3.855  0.38
H: 5.886 2.912 4.623  0.36
H: 5.162 5.136 3.752  0.35
N: -3.715 0.535 -4.966  -0.35
C: -4.847 1.169 -4.634  -0.23
C: -5.653 1.836 -5.543  -0.39
C: -5.265 1.852 -6.874  -0.18
C: -4.097 1.205 -7.244  -0.47
C: -3.363 0.564 -6.258  -0.13
H: -5.106 1.131 -3.581  0.35
H: -6.560 2.329 -5.218  0.35
H: -5.868 2.364 -7.616  0.36
H: -3.762 1.197 -8.273  0.35
H: -2.443 0.041 -6.499  0.35

Output
* frontier orbital gap: 9.035 eV
* energy: -1451.64231 Ha
* largest force on an atom: 0.042 Eh/bohr
* SMILES string: c1ccncc1.c1ccncc1.c1ccncc1.c1ccncc1.C#CCP
* molar mass: 388.5 g mol⁻¹
* HOMO: -8.30 eV
* spin multiplicity: 1

---

[6]
Here is a structure of composition C16H37AlN2O3 in a non-equilibrium geometry from the OMol25 dataset. Energies are from ωB97M-V/def2-TZVPD.

Each line ends with the Mulliken charge.
Element x y z (Å)
C: 2.999 -2.153 4.016  -1.28
C: 2.646 -0.983 3.104  0.48
C: 3.753 -0.669 2.088  -0.85
N: 1.568 -0.330 3.177  -0.20
Al: 0.017 -0.908 2.327  -0.17
C: -1.635 0.066 2.978  -0.64
O: -2.451 -0.678 3.915  -0.40
C: -3.379 -1.506 3.284  -0.37
O: -3.813 -2.487 4.180  -0.41
C: -2.882 -3.534 4.409  -0.16
C: -2.726 -4.470 3.206  -0.29
O: -2.071 -5.657 3.654  -0.54
H: 4.073 -2.239 4.206  0.41
H: 2.671 -3.082 3.523  0.26
H: 2.454 -2.059 4.959  0.33
H: 3.307 -0.162 1.223  0.02
H: 4.280 -1.572 1.761  0.35
H: 4.495 -0.003 2.547  0.29
H: 0.237 -0.638 0.710  -0.13
H: -0.163 -2.517 2.491  -0.25
H: -1.396 1.007 3.502  0.39
H: -2.288 0.375 2.131  0.36
H: -2.926 -1.947 2.375  0.27
H: -4.284 -0.944 2.999  0.28
H: -1.903 -3.127 4.704  0.18
H: -3.276 -4.114 5.251  0.34
H: -3.717 -4.714 2.799  0.23
H: -2.140 -3.987 2.419  0.21
H: -1.262 -5.760 3.156  0.32
C: -1.029 0.150 -5.103  -1.27
C: -0.478 1.545 -5.392  -0.42
C: 0.987 1.711 -4.982  -0.83
C: 1.338 1.607 -3.502  -0.64
N: 0.766 2.662 -2.574  0.49
C: -0.616 2.249 -2.094  -0.65
C: -0.346 1.329 -0.926  -0.58
C: 0.795 2.031 -0.190  0.45
C: 1.606 2.720 -1.288  -0.63
C: 0.739 3.997 -3.221  -1.27
H: -0.924 -0.136 -4.054  0.28
H: -2.088 0.090 -5.350  0.35
H: -0.507 -0.601 -5.698  0.39
H: -1.112 2.300 -4.921  0.24
H: -0.543 1.740 -6.463  0.46
H: 1.395 2.636 -5.394  0.35
H: 1.561 0.909 -5.454  0.49
H: 2.419 1.676 -3.398  0.32
H: 1.032 0.648 -3.089  0.41
H: -1.130 3.161 -1.788  0.39
H: -1.151 1.791 -2.917  0.23
H: -0.032 0.337 -1.242  0.35
H: -1.207 1.188 -0.279  0.39
H: 1.385 1.321 0.387  -0.54
H: 0.404 2.769 0.511  0.35
H: 2.555 2.233 -1.491  0.28
H: 1.795 3.769 -1.077  0.30
H: 0.062 3.985 -4.070  0.35
H: 1.744 4.259 -3.547  0.42
H: 0.391 4.718 -2.487  0.51

Output
* frontier orbital gap: 5.569 eV
* energy: -1209.34175 Ha
* relative energy (zero: lowest compared OMol25 entry of this formula, charge and spin): 0.0 kcal/mol
* largest force on an atom: 0.021 Eh/bohr
* molar mass: 332.5 g mol⁻¹
* HOMO: -6.04 eV
* spin multiplicity: 1

---

- The lowest frontier orbital gap belongs to which entry?
  C16H37AlN2O3

---

- The highest HOMO belongs to which entry?
  C6H12NO4

---

- Number 6 is which compound?
  C16H37AlN2O3

---

Copy entry 4 word for word.
Here is an isolated molecule of C5H7NO in a non-equilibrium geometry from the OMol25 dataset. Energies are from ωB97M-V/def2-TZVPD.

Each line ends with the Mulliken charge.
Element x y z (Å)
C: 0.504 -1.503 0.303  -0.15
C: 0.477 1.078 0.964  -0.83
C: 0.993 0.734 -0.318  0.07
C: -0.141 -0.250 -0.092  0.56
C: -1.537 -0.069 -0.648  -1.31
N: 1.760 -1.331 0.316  -0.47
O: 2.144 -0.082 -0.159  -0.22
H: -0.040 -2.494 0.435  0.37
H: 0.952 0.674 1.801  0.28
H: -0.096 1.938 1.218  0.32
H: 0.926 1.307 -1.188  0.43
H: -1.622 0.895 -1.197  0.31
H: -2.355 -0.136 0.021  0.31
H: -1.965 -0.764 -1.457  0.34

Output
* frontier orbital gap: 9.430 eV
* energy: -324.56997 Ha
* relative energy (zero: lowest compared OMol25 entry of this formula, charge and spin): 97.0 kcal/mol
* largest force on an atom: 0.059 Eh/bohr
* SMILES string: C[C@@]12C=NO[C@@H]1C2
* molar mass: 97.1 g mol⁻¹
* HOMO: -8.51 eV
* spin multiplicity: 1